The following is a DFT calculation (ωB97M-V with the def2-TZVPD basis set) of a structure of composition C2H9ClNO2PSSi2.

Last column: Mulliken charge in e.
Element x y z (Å)
1 N 3.3898 0.4622 -1.4561  -0.701
2 P 1.9693 0.8080 -0.7720  0.245
3 Si 0.9141 -1.0100 0.0222  0.606
4 S 2.3672 -2.6409 0.0167  -0.354
5 O 0.4653 -0.6170 1.6452  -0.267
6 Si -1.1658 -0.0451 1.7831  0.471
7 C -1.7967 0.9711 0.2813  -0.536
8 C -2.8112 0.1129 -0.6570  0.456
9 O -3.4783 0.6913 -1.5461  -0.466
10 Cl -3.0851 -1.6893 -0.4611  -0.160
11 H 4.0996 0.9740 -0.8892  0.214
12 H 1.0558 1.4883 -1.6570  0.085
13 H 2.2450 1.6745 0.3498  0.072
14 H -0.1966 -1.4470 -0.8222  -0.110
15 H 2.7473 -2.7774 -1.3295  0.180
16 H -1.1780 0.8755 2.9460  -0.161
17 H -2.0907 -1.1428 2.1473  -0.097
18 H -2.4635 1.8099 0.7207  0.344
19 H -0.9874 1.5017 -0.3220  0.181

Values from the calculation:
Orbital gap (eV): 8.50
Max |F| (eV Å⁻¹): 5.41



The following is a DFT calculation (ωB97M-V with the def2-TZVPD basis set) of a cluster of 2 separate species, C12H17N in total.

Last column: Mulliken charge in e.
Element x y z (Å)
1 C -2.4884 1.9420 0.4390  -0.136
2 C -2.4745 1.8916 1.9100  -0.901
3 C -1.5137 1.2826 -0.3804  0.280
4 C -1.5271 1.2818 -1.7990  -0.927
5 C -0.3103 0.5521 0.0501  1.109
6 C 0.5036 0.4189 -1.1232  -0.186
7 C 0.2115 0.0822 1.1992  -0.142
8 C 1.8682 -0.1232 -1.1563  -0.851
9 C 1.5395 -0.2019 1.2489  -0.992
10 C 2.4575 -0.3692 0.1215  -0.495
11 N -0.1406 0.9524 -2.2151  -0.061
12 H -3.4287 1.4165 0.0515  0.206
13 H -2.5299 3.0131 0.0280  0.262
14 H -1.4016 1.4857 2.1746  0.115
15 H -2.3416 1.5776 -2.4772  0.372
16 H 0.1514 0.9932 -3.1493  0.138
17 H -0.3611 -0.1112 2.1046  0.482
18 H 2.2269 -0.2159 -2.1871  0.321
19 H 2.0013 -0.1195 2.1749  0.419
20 H 3.4550 -0.8570 0.1609  0.417
21 H -3.0864 1.1852 2.5606  0.264
22 H -2.7505 2.9115 2.3454  0.266
23 C 1.3286 -3.0729 1.1565  -0.493
24 C 0.8460 -3.4585 -0.2216  -0.680
25 H 0.5343 -2.3594 1.6342  -0.007
26 H 1.2731 -3.8150 2.0552  0.349
27 H 2.3950 -2.7576 1.1490  0.199
28 H -0.2211 -3.3519 -0.2984  0.292
29 H 1.1541 -2.5943 -0.8892  0.058
30 H 1.2704 -4.4200 -0.6008  0.323

Values from the calculation:
Orbital gap (eV): 8.46
SMILES: CCc1c[nH]c2ccccc12.CC
Energy above the lowest of the compared OMol25 structures with the same formula, charge and spin (kcal/mol): 88.1
Max |F| (eV Å⁻¹): 4.88



The following is a DFT calculation (ωB97M-V with the def2-TZVPD basis set) of the molecule C2HINP.

Last column: Mulliken charge in e.
Element x y z (Å)
1 C -2.0605 0.0763 0.0210  -0.102
2 C -0.9036 0.2829 0.0283  -0.369
3 N 0.7502 0.5529 0.0579  -0.056
4 P 1.4917 -0.7560 0.0647  0.153
5 I 3.7177 0.1180 0.0573  -0.040
6 H -2.9956 -0.2741 -0.2292  0.414

Values from the calculation:
Orbital gap (eV): 9.10
SMILES: C#C/N=P/I
Energy above the lowest of the compared OMol25 structures with the same formula, charge and spin (kcal/mol): 30.5
Max |F| (eV Å⁻¹): 8.06



The following is a DFT calculation (ωB97M-V with the def2-TZVPD basis set) of a structure of composition C40H43MnN7OSi.

Last column: Löwdin spin population.
Element x y z (Å)
1 Mn 0.1520 0.8437 1.0734  4.613
2 C 2.4892 -2.0531 3.2648  0.002
3 C 1.6488 -3.1573 3.3687  0.003
4 C 0.3011 -2.9928 3.1546  0.001
5 C -0.2141 -1.7324 2.8259  0.007
6 N 0.6058 -0.6677 2.7179  0.036
7 C 1.9138 -0.8452 2.9424  0.010
8 N -1.6019 -1.6761 2.7173  0.004
9 C -2.2692 -0.6883 2.2582  0.008
10 N -1.7976 0.4357 1.6235  0.057
11 C -2.7855 1.3426 1.5357  0.010
12 N -2.6490 2.6315 1.3698  0.008
13 C -1.4800 3.2609 1.7384  0.010
14 C -1.5471 4.6612 1.8946  0.002
15 C -0.5682 5.3242 2.5857  0.003
16 C 0.5060 4.6005 3.1178  0.003
17 C 0.5730 3.2630 2.8234  0.011
18 N -0.3417 2.6073 2.0807  0.036
19 C -4.0807 0.6924 1.8834  0.002
20 C -5.3797 1.1536 1.9062  0.001
21 C -6.3532 0.3087 2.4320  0.000
22 C -6.0195 -0.9461 2.9368  0.001
23 C -4.7022 -1.3970 2.9221  0.001
24 C -3.7501 -0.5638 2.3748  0.002
25 H 3.5559 -2.1285 3.4196  0.000
26 H 2.0484 -4.1299 3.6255  0.000
27 H -0.3970 -3.8142 3.2288  0.000
28 H 2.5312 0.0450 2.8614  0.003
29 H -2.4274 5.1626 1.5184  0.000
30 H -0.6360 6.3932 2.7419  0.000
31 H 1.2621 5.0707 3.7294  0.000
32 H 1.3911 2.6554 3.1962  0.003
33 H -5.6254 2.1377 1.5292  0.000
34 H -7.3848 0.6344 2.4653  0.000
35 H -6.7962 -1.5716 3.3572  0.000
36 H -4.4205 -2.3622 3.3226  0.000
37 C 3.2998 -1.1913 -1.6983  0.000
38 C 2.2913 -2.3437 -1.6677  0.002
39 C 2.6892 -3.2626 -0.5024  0.000
40 C 2.4103 -3.1090 -2.9958  0.000
41 Si 0.5168 -1.7145 -1.3285  0.015
42 O 0.5482 -0.6286 -0.1432  0.081
43 C -0.3914 -0.9192 -2.8043  0.002
44 C -0.2340 -1.2270 -4.1578  0.000
45 C -0.9811 -0.5908 -5.1436  0.000
46 C -1.9331 0.3548 -4.7963  0.000
47 C -2.1424 0.6485 -3.4553  0.000
48 C -1.3772 0.0221 -2.4825  0.001
49 C -0.6360 -3.1512 -0.8747  0.001
50 C -1.8159 -2.7826 -0.2199  0.000
51 C -2.7570 -3.7188 0.1834  0.000
52 C -2.5419 -5.0653 -0.0698  0.000
53 C -1.3941 -5.4585 -0.7437  0.000
54 C -0.4598 -4.5116 -1.1445  0.000
55 H 4.3190 -1.5942 -1.7332  0.000
56 H 3.2164 -0.5725 -0.8009  0.000
57 H 3.1685 -0.5563 -2.5792  0.000
58 H 3.7004 -3.6528 -0.6701  0.000
59 H 2.0192 -4.1099 -0.3737  0.000
60 H 2.6946 -2.7056 0.4360  0.000
61 H 3.3761 -3.6252 -3.0489  0.000
62 H 2.3624 -2.4255 -3.8438  0.000
63 H 1.6292 -3.8593 -3.1306  0.000
64 H 0.4795 -1.9796 -4.4633  0.000
65 H -0.8198 -0.8391 -6.1855  0.000
66 H -2.5150 0.8514 -5.5627  0.000
67 H -2.9006 1.3673 -3.1671  0.000
68 H -1.5457 0.2747 -1.4399  0.002
69 H -1.9991 -1.7305 -0.0254  0.000
70 H -3.6553 -3.3942 0.6955  0.000
71 H -3.2662 -5.8049 0.2482  0.000
72 H -1.2234 -6.5070 -0.9556  0.000
73 H 0.4162 -4.8551 -1.6787  0.000
74 C 1.1952 3.8303 -0.4578  0.003
75 C 2.2183 4.6086 -1.3297  0.001
76 N 3.3507 3.7528 -1.6827  0.000
77 C 2.8560 2.6204 -2.4676  0.001
78 C 1.7485 1.8737 -1.6874  0.003
79 N 1.6161 2.4233 -0.3212  0.039
80 C 2.9343 2.3904 0.3377  0.007
81 C 3.9626 3.2328 -0.4634  0.001
82 H 0.1973 3.8412 -0.8999  0.000
83 H 1.1292 4.2702 0.5369  0.000
84 H 2.5985 5.4804 -0.7937  0.000
85 H 1.7603 4.9609 -2.2553  0.000
86 H 3.7000 1.9602 -2.6774  0.000
87 H 2.4807 2.9955 -3.4210  0.000
88 H 1.9566 0.8111 -1.6032  0.000
89 H 0.7835 1.9783 -2.1752  0.000
90 H 3.2435 1.3448 0.4127  0.002
91 H 2.8183 2.7905 1.3473  0.001
92 H 4.8257 2.6283 -0.7465  0.000
93 H 4.3249 4.0761 0.1281  0.000

Values from the calculation:
Orbital gap (spin up / spin down) (eV): 7.02 / 7.47
<S²>: 8.7550
Energy above the lowest of the compared OMol25 structures with the same formula, charge and spin (kcal/mol): 28.9
Spin multiplicity: 6
Max |F| (eV Å⁻¹): 1.17



The following is a DFT calculation (ωB97M-V with the def2-TZVPD basis set) of a cluster of 2 separate species, CH2N2O2 in total.

Last column: Mulliken charge in e.
Element x y z (Å)
1 C 0.5048 -0.3072 -1.0772  -0.249
2 N -1.2026 1.0089 0.7563  -0.027
3 N 0.7803 -1.2431 -0.4486  0.483
4 O 1.3818 -2.0827 0.1609  -0.580
5 O -0.7937 0.4442 1.7443  -0.218
6 H -0.5749 1.8555 0.5931  0.231
7 H -0.0957 0.3244 -1.7288  0.361

Values from the calculation:
Orbital gap (spin up / spin down) (eV): 9.23 / 9.23
SMILES: C#[N+][O-].N=O
Energy above the lowest of the compared OMol25 structures with the same formula, charge and spin (kcal/mol): 161.0
Max |F| (eV Å⁻¹): 1.69